Molecular formula: C50H55AsN11O3Sr
Method: DFT, ωB97M-V/def2-TZVPD

Last column: Löwdin charge in e.
Atoms and positions in Å:
H  -5.4017  3.1409  3.0519  0.081
H  0.9297  7.8702  -2.1625  0.108
H  3.6558  -1.1204  -3.2408  0.126
H  -0.7652  -1.9334  0.6380  0.110
C  -1.9443  -3.0244  5.4871  -0.175
N  -1.4295  -1.5849  -3.4367  -0.005
H  -3.9382  0.3385  -1.5547  0.124
H  1.9501  -3.1679  -7.2586  0.128
H  1.4341  -3.9674  -3.2094  0.124
C  1.0899  6.8694  -2.5410  -0.072
C  -2.4947  4.0175  -0.5390  -0.100
H  -3.2659  -1.3695  5.5075  0.145
H  -1.2393  -3.3938  4.7399  0.124
O  2.4387  -0.5609  2.2645  0.058
C  1.1515  3.1240  0.2047  -0.314
C  -3.7348  -0.9991  2.8752  -0.130
C  -0.1328  -1.5313  6.5870  -0.171
C  -3.6871  3.3131  -2.9604  -0.058
C  2.7318  -2.8026  1.5276  -0.101
H  -2.4116  -2.6118  2.9759  0.143
H  3.4334  -2.8025  -2.7094  0.107
C  2.3954  -2.2892  3.9014  -0.133
H  2.5133  5.2446  -5.1506  0.109
H  -0.7571  -3.4898  7.1855  0.120
C  3.4398  -3.9006  1.9056  0.043
C  1.4814  4.2974  -3.5280  -0.082
H  0.4549  0.4276  1.6151  0.113
C  1.5914  3.9683  2.4032  -0.064
H  -4.6563  0.1162  4.5194  0.114
C  3.1582  -3.4602  4.2344  0.015
H  -2.0581  4.2562  0.4201  0.084
H  4.3897  2.6461  1.0278  0.116
H  -4.9691  1.9545  0.6948  0.125
H  3.7104  -4.2362  -5.9941  0.127
N  -2.0648  0.3906  -0.8003  -0.091
C  2.1736  -2.7751  0.1680  -0.081
C  -4.4410  -0.4048  -4.2444  -0.412
O  0.5765  1.6720  -2.3593  -0.644
C  2.9200  3.5954  2.2711  -0.059
C  1.4455  -1.6884  4.6887  -0.031
N  2.1064  -1.4844  -6.0199  -0.084
As  0.0979  2.9537  -1.3990  1.220
H  0.0709  5.9393  -0.9064  0.104
H  1.9691  -0.0448  -4.5180  0.119
H  1.2492  4.4504  3.3095  0.110
C  1.5235  -1.0118  -4.7720  -0.200
C  -2.5255  -1.4782  -3.8391  -0.372
C  0.2235  0.0163  0.6383  -0.285
H  2.7257  -3.3772  -0.5558  0.114
C  -4.6919  1.0755  1.2705  0.048
Sr  -0.0646  -0.4103  -1.6665  1.496
C  -3.8126  4.3751  -0.8006  -0.080
H  -4.3768  4.9246  -0.0576  0.109
C  -3.3324  0.2836  -0.6518  -0.035
H  0.1389  -3.1784  -4.1278  0.091
C  0.6937  3.7239  1.3710  -0.090
C  3.2237  -2.0883  -3.5097  -0.188
C  -3.9847  0.0946  0.6719  -0.105
H  3.2710  -3.7511  5.2747  0.119
C  -2.9513  -1.8819  3.5735  -0.027
C  -1.2918  0.4270  0.4566  -0.250
C  0.7958  4.4960  -2.3386  -0.292
H  4.5479  -5.6836  4.6243  0.079
C  3.3592  2.9624  1.1160  -0.050
N  1.7628  -1.9423  -3.6405  -0.117
C  1.9771  5.3941  -4.2227  -0.067
H  0.4471  -0.8840  -4.8909  0.099
H  5.6960  -5.1270  3.4098  0.089
H  3.9748  -0.6588  -5.5758  0.125
H  0.9790  0.4273  -0.0308  0.036
N  -2.7084  -1.9364  4.8854  0.036
C  3.2553  -3.8662  -5.0739  -0.172
C  3.5477  -1.6346  -5.8178  -0.171
C  1.2177  -3.2662  -4.0198  -0.183
C  4.6474  -5.3763  3.5842  -0.044
H  -6.8503  2.1951  2.7442  0.089
C  -4.5011  0.0797  3.4450  0.008
H  -1.4622  1.3927  0.9429  0.128
H  -0.3486  3.9773  1.4997  0.085
H  -6.0291  2.0566  4.2988  0.078
N  1.0612  -2.0351  5.9188  0.036
C  -1.7837  3.3262  -1.5102  -0.318
N  -5.1244  0.5291  -4.1369  0.094
H  3.4648  -4.5761  -4.2704  0.124
H  3.7132  -4.6321  1.1494  0.132
H  -1.9435  -2.2480  7.4919  0.120
C  0.6008  5.7792  -1.8399  -0.092
H  0.1508  -1.1754  7.5787  0.124
O  -3.1464  -2.1101  0.8553  0.041
C  -4.4042  4.0215  -2.0041  -0.054
C  2.5177  -1.7531  2.5430  -0.368
C  1.7791  6.6755  -3.7324  -0.072
H  -0.4907  -0.6702  6.0214  0.120
H  1.6195  3.2930  -3.9079  0.097
N  -3.6902  -1.4739  -4.3847  0.069
C  -2.3663  2.9718  -2.7229  -0.086
C  3.7618  -4.2039  3.2754  -0.259
H  4.4079  -6.2316  2.9510  0.083
H  0.9223  -0.8332  4.2692  0.142
H  3.6157  3.7865  3.0772  0.112
C  0.2612  -1.5620  0.7179  -0.233
C  1.5329  -2.8010  -6.3197  -0.158
C  -5.8719  2.1706  3.2274  -0.047
N  1.0792  -2.2824  -0.2689  -0.014
H  4.0046  -1.9975  -6.7397  0.127
H  -1.8098  2.3945  -3.4515  0.115
H  0.4522  -2.6952  -6.4265  0.132
C  -5.0326  1.0545  2.6774  -0.261
N  3.8566  -2.5716  -4.7327  -0.087
C  2.4773  2.7242  0.0746  -0.089
H  2.8125  2.2239  -0.8265  0.115
H  -2.6156  -3.8507  5.7347  0.129
H  1.5361  -2.8043  6.3671  0.145
H  -1.7055  -0.2697  1.1703  0.086
H  2.1607  7.5281  -4.2782  0.109
H  0.5832  -1.7976  1.7268  0.096
C  -3.6256  -1.1263  1.4212  -0.364
N  1.8080  -3.7691  -5.2552  -0.085
C  -1.2168  -2.5970  6.7531  -0.164
H  -4.1605  3.0107  -3.8833  0.095
H  -5.4351  4.2866  -2.1967  0.115

Forces on the atoms, in the same order (eV/Å):
H -0.002 0.001 -0.001
H 0.018 0.002 0.007
H 0.004 0.004 -0.013
H -0.005 -0.086 -0.260
C -0.045 -0.047 0.047
N -0.134 0.208 0.333
H -0.032 0.020 -0.101
H 0.011 -0.002 0.005
H -0.012 -0.003 0.007
C -0.002 -0.001 -0.003
C -0.101 -0.103 -0.052
H -0.006 0.007 -0.009
H -0.002 0.052 -0.025
O -0.129 -0.031 0.031
C -0.532 -0.389 0.237
C -0.096 0.031 -0.045
C 0.106 0.003 0.090
C 0.010 0.013 -0.084
C -0.017 -0.068 0.067
H -0.014 -0.009 -0.002
H 0.002 0.022 0.023
C 0.087 0.008 -0.056
H -0.004 0.002 -0.002
H -0.060 -0.002 0.052
C -0.046 -0.038 0.035
C -0.011 -0.001 -0.014
H 0.217 -0.087 -0.012
C -0.043 0.000 -0.003
H -0.055 -0.040 -0.009
C -0.080 -0.007 0.004
H 0.039 0.115 -0.020
H 0.002 0.013 0.001
H 0.024 0.016 0.005
H -0.002 0.006 -0.002
N -0.883 0.210 1.095
C 0.164 -0.243 -0.382
C -0.183 0.468 0.104
O -0.016 0.171 0.512
C 0.010 -0.010 0.016
C 0.072 0.146 0.113
N 0.010 0.038 0.007
As 0.791 1.940 -1.311
H -0.023 -0.013 -0.014
H -0.010 0.011 -0.003
H -0.002 -0.013 0.003
C -0.024 0.036 0.052
C -0.145 -0.156 -0.477
C -0.831 -0.323 1.149
H 0.068 0.074 -0.007
C -0.082 0.001 -0.019
Sr 0.641 -3.105 -5.271
C 0.001 -0.038 0.068
H 0.002 -0.006 0.003
C 0.082 -0.212 -0.189
H 0.016 0.004 -0.043
C 0.112 -0.125 0.037
C -0.002 -0.026 0.038
C 0.241 0.037 0.049
H -0.004 0.002 -0.003
C 0.056 -0.015 0.031
C -0.114 0.570 1.663
C -0.053 -0.080 0.002
H 0.006 0.006 0.002
C 0.005 -0.061 -0.015
N -0.026 0.333 -0.014
C 0.004 -0.001 0.002
H 0.000 -0.060 -0.043
H -0.001 -0.004 -0.012
H 0.009 -0.001 -0.013
H 0.356 0.380 0.835
N -0.015 0.000 0.002
C -0.017 0.001 0.007
C -0.015 0.002 0.005
C 0.015 -0.014 0.092
C 0.001 0.006 -0.008
H -0.003 -0.004 0.009
C 0.050 -0.056 0.021
H 0.196 0.238 -0.335
H -0.002 0.113 -0.030
H 0.007 0.005 0.000
N -0.089 -0.133 -0.098
C 0.081 -0.267 0.426
N 0.112 -0.129 0.068
H 0.006 -0.009 -0.012
H 0.008 0.011 0.001
H 0.011 0.039 -0.005
C 0.008 -0.009 0.011
H 0.002 0.064 -0.021
O 0.036 0.111 0.022
C -0.010 -0.001 0.028
C 0.182 -0.005 0.034
C -0.007 -0.006 0.016
H -0.030 -0.027 -0.019
H -0.005 -0.002 0.004
N 0.242 -0.186 0.190
C -0.048 -0.063 0.104
C -0.008 -0.054 -0.024
H -0.011 -0.004 0.013
H -0.018 -0.017 -0.016
H 0.001 0.003 -0.002
C 0.073 0.010 0.547
C 0.000 0.017 0.020
C -0.021 -0.008 -0.014
N 0.271 0.790 0.833
H 0.000 -0.006 0.003
H 0.021 0.065 -0.045
H 0.004 -0.016 -0.044
C -0.007 0.072 -0.045
N 0.006 -0.007 0.017
C 0.002 0.035 0.077
H 0.017 0.074 -0.045
H 0.042 -0.037 -0.013
H -0.001 -0.006 -0.008
H -0.198 0.032 0.090
H -0.002 -0.001 -0.002
H -0.323 -0.084 -0.015
C 0.087 -0.018 -0.019
N -0.009 -0.029 0.031
C 0.061 0.017 -0.030
H -0.035 -0.061 -0.001
H -0.001 0.008 -0.015

Computed properties:
* energy relative to the best compared isomer or geometry (same formula, charge and spin): 526.9 kJ/mol
* molecular weight: 1020.606 g mol⁻¹
* calculated total energy: -136943.0692 eV
* total charge: +1